[1]
{"formula": "C2H6F2O", "method": "ωB97M-V/def2-TZVPD", "e_homo_ev": -11.54, "orbital_gap_ev": 12.3000, "relative_energy_kj_mol": 85.1, "charge": 0, "lumo_ev": 0.8, "total_energy_ha": -354.73458, "smiles": "FCCF.O", "elements": ["F", "C", "C", "F", "H", "H", "H", "H", "O", "H", "H"], "positions_angstrom": [[0.000, 0.000, 0.000], [-0.620, -1.187, 0.097], [-2.082, -0.940, 0.426], [-2.322, -0.627, 1.709], [-0.486, -1.641, -0.903], [0.125, -1.642, 0.777], [-2.537, -0.193, -0.252], [-2.607, -1.902, 0.269], [0.664, -2.278, 3.305], [1.120, -1.416, 3.171], [0.953, -2.832, 2.545]], "atomic_forces_ev_per_a": [[1.0, 3.2, -0.5], [0.7, -0.6, -0.4], [-0.2, -2.2, -1.3], [0.1, 0.9, 1.4], [-0.6, -0.3, 0.4], [-1.6, -1.1, 0.3], [0.5, -0.2, 0.3], [0.1, 0.3, -0.3], [0.8, 0.3, -1.0], [-0.5, -0.9, 0.1], [-0.2, 0.6, 0.9]], "mulliken_charge": [-0.30, 0.09, -0.21, -0.26, 0.25, -0.06, 0.24, 0.24, -0.64, 0.33, 0.32]}

[2]
{"formula": "C15H14F2NO5S", "method": "ωB97M-V/def2-TZVPD", "e_homo_ev": -3.67, "orbital_gap_ev": 5.5380, "relative_energy_kj_mol": 0.0, "charge": -1, "lumo_ev": 1.9, "total_energy_ha": -1608.89732, "elements": ["C", "C", "O", "C", "C", "C", "C", "O", "O", "H", "H", "H", "H", "H", "H", "H", "H", "H", "F", "C", "F", "S", "N", "C", "O", "C", "C", "C", "C", "C", "C", "C", "O", "H", "H", "H", "H", "H"], "positions_angstrom": [[4.234, -3.729, -0.377], [2.866, -3.783, 0.269], [1.977, -2.856, -0.360], [0.711, -2.802, 0.179], [-0.201, -2.045, -0.692], [-1.363, -2.796, -1.017], [-1.803, -2.666, -2.473], [-2.011, -3.496, -0.220], [0.475, -3.291, 1.272], [4.917, -4.270, 0.276], [4.252, -4.223, -1.354], [4.595, -2.708, -0.471], [2.455, -4.794, 0.220], [2.921, -3.462, 1.305], [0.296, -1.713, -1.596], [-0.953, -2.514, -3.150], [-2.247, -3.642, -2.709], [-2.565, -1.882, -2.639], [-2.086, 7.269, 2.803], [-1.955, 6.143, 2.012], [-1.074, 6.389, 1.009], [-1.327, 4.845, 3.151], [-1.051, 3.682, 1.919], [0.249, 3.282, 1.559], [1.314, 3.743, 1.932], [-0.023, 2.180, 0.613], [-1.387, 2.006, 0.452], [-1.918, 1.073, -0.424], [-1.003, 0.301, -1.119], [0.386, 0.424, -0.882], [0.905, 1.419, -0.064], [-2.103, 2.998, 1.260], [-3.307, 3.231, 1.338], [-2.913, 5.808, 1.589], [-2.984, 0.963, -0.527], [-1.405, -0.422, -1.835], [1.164, -0.232, -1.288], [1.960, 1.571, 0.039]], "atomic_forces_ev_per_a": [[-0.2, -0.2, -0.1], [-0.2, 0.7, 0.2], [0.7, -0.4, -0.7], [-1.2, 1.2, 0.7], [1.2, -2.9, -0.1], [-0.4, 0.3, 1.2], [-0.5, -0.7, -0.4], [-0.2, 0.1, -0.9], [0.4, -0.2, -0.6], [0.2, -0.1, 0.0], [-0.1, 0.2, 0.1], [0.0, 0.1, -0.1], [-0.1, 0.1, 0.1], [0.2, -0.4, 0.3], [0.1, -0.4, 0.1], [-0.3, 0.1, 0.2], [-0.1, 0.3, -0.2], [0.2, -0.3, 0.1], [-0.1, -0.6, -0.8], [0.2, -0.2, 0.8], [-0.4, 0.2, 0.4], [0.0, 0.0, -1.0], [-0.7, 1.8, 1.9], [0.8, -0.2, -0.4], [-1.6, -0.4, -0.2], [0.3, 0.3, 0.1], [-0.1, -0.2, -0.2], [0.7, 0.3, -0.1], [0.0, -0.1, -0.3], [0.9, 1.0, -0.2], [-0.9, -0.5, -0.4], [-1.0, -0.2, 0.0], [2.2, 0.0, 0.2], [0.2, 0.5, 0.1], [-0.2, -0.1, -0.1], [0.5, 0.5, 0.4], [-0.8, 0.4, -0.3], [0.3, 0.0, 0.2]], "mulliken_charge": [-1.19, -0.25, -0.30, 0.10, -0.13, 0.49, -1.30, -0.73, -0.66, 0.38, 0.29, 0.30, 0.30, 0.29, 0.41, 0.31, 0.37, 0.28, -0.25, 0.37, -0.23, -0.13, -0.05, 0.27, -0.63, 0.51, 0.50, -0.93, 0.02, -0.01, -1.12, 0.32, -0.64, 0.15, 0.49, 0.48, 0.44, 0.47]}

[3]
{"formula": "C20H18ClMoNO2S", "method": "ωB97M-V/def2-TZVPD", "e_homo_ev": [-15.23, -15.26], "orbital_gap_ev": [7.2558, 5.4443], "spin_multiplicity": 3, "relative_energy_kj_mol": 0.0, "charge": 2, "s_squared": 2.02, "lumo_ev": [-8.0, -9.8], "total_energy_ha": -1904.13169, "elements": ["Cl", "C", "C", "C", "H", "C", "C", "H", "H", "H", "C", "Mo", "C", "C", "O", "O", "H", "H", "H", "N", "S", "C", "C", "C", "C", "C", "C", "C", "C", "C", "C", "C", "C", "H", "H", "H", "H", "H", "H", "H", "H", "H", "H", "H"], "positions_angstrom": [[-1.933, -1.550, -1.649], [1.579, -1.778, -3.750], [2.251, -0.558, -3.390], [1.310, 0.514, -3.508], [3.323, -0.442, -3.277], [0.035, -0.037, -3.910], [0.221, -1.462, -4.049], [-0.561, -2.147, -4.361], [2.042, -2.755, -3.830], [1.507, 1.576, -3.376], [-1.200, 0.732, -4.246], [0.571, -0.925, -1.923], [2.300, -0.807, -0.799], [0.514, -2.834, -1.158], [3.324, -0.810, -0.244], [0.545, -3.858, -0.619], [-1.184, 1.712, -3.761], [-2.084, 0.188, -3.907], [-1.280, 0.886, -5.329], [0.031, 0.656, -0.744], [0.730, 0.984, 0.723], [-0.421, 2.030, 1.631], [0.143, 2.852, 2.626], [-0.690, 3.555, 3.501], [-2.080, 3.456, 3.366], [-2.632, 2.662, 2.357], [-1.804, 1.955, 1.475], [0.515, -0.514, 1.716], [-0.732, -1.115, 1.847], [-0.871, -2.242, 2.660], [0.249, -2.778, 3.307], [1.497, -2.166, 3.174], [1.630, -1.015, 2.396], [-0.792, 1.224, -0.953], [1.228, 2.909, 2.713], [-0.251, 4.169, 4.292], [-2.731, 3.998, 4.056], [-3.712, 2.579, 2.256], [-2.235, 1.328, 0.696], [-1.592, -0.715, 1.310], [-1.857, -2.697, 2.786], [0.142, -3.676, 3.917], [2.372, -2.579, 3.675], [2.586, -0.505, 2.304]], "atomic_forces_ev_per_a": [[1.8, 0.3, -0.3], [-0.1, 0.2, -0.8], [-0.3, 0.0, -1.2], [-0.6, -0.2, -0.9], [-0.1, -0.1, 0.4], [1.0, 0.4, -0.9], [0.4, 0.1, -0.6], [0.2, 0.0, 0.1], [-0.1, 0.1, 0.1], [0.0, -0.3, 0.2], [-0.2, 0.1, 0.3], [-3.0, 0.5, 2.5], [5.2, -0.4, 2.6], [0.2, -4.7, 2.7], [-4.2, 0.1, -2.4], [-0.2, 3.7, -2.2], [0.0, -0.1, -0.1], [0.0, 0.1, -0.1], [0.1, -0.1, 0.2], [0.0, 0.2, 0.2], [-0.9, 0.1, 1.4], [-0.1, 0.9, 0.4], [0.0, -0.3, -0.3], [0.0, -0.2, -0.2], [0.3, -0.1, -0.1], [0.3, -0.1, -0.2], [-0.1, -0.1, 0.1], [0.3, -0.3, 0.0], [-0.4, -0.3, -0.1], [0.1, 0.2, -0.2], [0.0, 0.1, -0.1], [-0.1, 0.1, 0.0], [0.0, 0.1, -0.2], [0.3, -0.1, 0.1], [-0.2, 0.1, 0.1], [-0.2, -0.2, -0.4], [0.2, -0.2, -0.3], [0.3, 0.1, 0.0], [-0.1, 0.1, 0.2], [0.2, -0.2, 0.2], [0.4, 0.1, -0.1], [0.1, 0.3, -0.2], [-0.3, 0.1, -0.1], [-0.1, -0.2, 0.1]], "lowdin_spin": [0.12, 0.01, 0.00, 0.01, 0.00, 0.03, 0.00, 0.00, 0.00, 0.00, 0.01, 1.31, 0.06, 0.07, 0.07, 0.06, 0.00, 0.00, 0.00, 0.17, 0.02, 0.00, 0.00, 0.00, 0.00, 0.00, 0.00, 0.02, 0.00, 0.00, 0.00, 0.00, 0.00, 0.01, 0.00, 0.00, 0.00, 0.00, 0.00, 0.00, 0.00, 0.00, 0.00, 0.00]}

[4]
{"formula": "C4H7ClN2", "method": "ωB97M-V/def2-TZVPD", "e_homo_ev": -9.80, "orbital_gap_ev": 10.4119, "relative_energy_kj_mol": 247.2, "charge": 0, "lumo_ev": 0.6, "total_energy_ha": -726.24638, "smiles": "CN1CN=C[C@H]1Cl", "elements": ["C", "N", "C", "N", "C", "C", "Cl", "H", "H", "H", "H", "H", "H", "H"], "positions_angstrom": [[-1.159, 1.016, -0.635], [0.139, 0.355, -0.669], [0.864, 0.801, 0.492], [1.654, -0.303, 1.084], [1.223, -1.310, 0.452], [-0.040, -1.238, -0.302], [-1.436, -1.764, 0.758], [-1.683, 0.715, -1.500], [-1.818, 0.846, 0.254], [-1.032, 2.109, -0.864], [0.046, 1.153, 1.284], [1.669, 1.586, 0.398], [1.675, -2.287, 0.598], [-0.101, -1.679, -1.349]], "atomic_forces_ev_per_a": [[-0.2, 1.5, -0.8], [-1.4, -2.4, 1.8], [0.1, 1.5, 3.3], [-1.0, 0.3, -1.6], [0.7, -2.4, 1.3], [0.3, 3.2, -2.9], [0.8, 0.4, -0.7], [-0.9, -0.7, -1.0], [0.9, 0.2, -0.5], [0.1, -0.8, 0.8], [2.0, -0.4, -1.1], [-1.4, -0.3, -0.6], [0.1, -0.1, 0.2], [-0.1, 0.0, 1.8]], "mulliken_charge": [-1.09, -0.24, -0.35, -0.47, -0.16, 0.03, -0.17, 0.37, 0.43, 0.34, 0.29, 0.29, 0.38, 0.34]}

[5]
{"formula": "CH4ClN2O", "method": "ωB97M-V/def2-TZVPD", "e_homo_ev": -15.78, "orbital_gap_ev": 10.4744, "relative_energy_kj_mol": 124.7, "charge": 1, "lumo_ev": -5.3, "total_energy_ha": -685.09699, "smiles": "[NH2+]=C(Cl)NO", "elements": ["N", "C", "Cl", "N", "O", "H", "H", "H", "H"], "positions_angstrom": [[-0.567, 1.433, -0.147], [-1.081, 0.029, 0.019], [-2.731, -0.209, 0.103], [-0.351, -1.035, -0.249], [0.978, -0.928, 0.128], [0.415, 1.446, -0.215], [-1.220, 2.140, -0.021], [-0.583, -2.013, -0.415], [1.354, -1.448, -0.575]], "atomic_forces_ev_per_a": [[-1.5, -8.2, 0.8], [0.8, 4.0, -2.4], [-0.1, 0.2, 0.1], [0.6, 1.1, 1.4], [-0.3, 0.2, -0.5], [1.1, 0.8, 0.0], [-0.9, 1.6, 0.5], [-1.2, 0.5, 0.5], [1.5, -0.2, -0.4]], "mulliken_charge": [-0.32, 0.55, -0.04, -0.04, -0.34, 0.27, 0.23, 0.32, 0.38]}